{"formula": "C31H61FO4S", "method": "wB97M-V/def2-TZVPD", "species": ["C", "C", "C", "C", "O", "O", "C", "C", "C", "C", "C", "C", "C", "C", "C", "C", "C", "C", "C", "C", "C", "C", "C", "C", "C", "C", "C", "C", "O", "C", "C", "C", "F", "H", "H", "H", "H", "H", "H", "H", "H", "H", "H", "H", "H", "H", "H", "H", "H", "H", "H", "H", "H", "H", "H", "H", "H", "H", "H", "H", "H", "H", "H", "H", "H", "H", "H", "H", "H", "H", "H", "H", "H", "H", "H", "H", "H", "H", "H", "H", "H", "H", "H", "H", "H", "H", "H", "H", "C", "S", "O", "C", "H", "H", "H", "H", "H", "H"], "coordinates": [[7.55061, 1.66689, -1.32257], [6.51640, 0.73050, -1.62625], [5.11804, 0.00093, -2.13205], [4.14254, -0.50060, -0.91176], [4.90826, -1.45445, -0.09451], [2.88218, -1.02045, -1.46397], [3.07595, -2.24629, -2.25307], [2.02299, -3.41799, -1.79069], [1.76541, -3.52257, -0.17561], [0.13496, -3.54429, 0.19694], [-0.05614, -3.67443, 1.82986], [-1.51104, -3.16305, 2.38920], [-2.73313, -4.01789, 1.66992], [-4.21963, -3.71790, 2.29630], [-5.28078, -3.03140, 1.22765], [-5.32566, -3.76189, -0.24005], [-6.77649, -3.70144, -1.00196], [-7.66199, -2.35363, -0.70805], [-6.86635, -0.93589, -0.93675], [-5.83748, -0.91725, -2.21276], [-5.08730, 0.55653, -2.44276], [-4.87940, 1.40714, -1.05668], [-3.82863, 2.66133, -1.15993], [-4.65706, 4.05441, -1.40757], [-3.98753, 5.32508, -0.57513], [-4.96897, 5.74697, 0.71088], [-4.64771, 4.76416, 1.99023], [3.70065, 0.73141, 0.12981], [3.77695, 2.03397, -0.54955], [2.61463, 2.28513, -1.41560], [4.47423, 0.66025, 1.57896], [3.76967, 1.84925, 2.52093], [5.91416, 1.00308, 1.49862], [8.57467, 2.27652, -1.39103], [4.51137, 0.69508, -2.88256], [5.47382, -0.92343, -2.79800], [4.33890, -2.19475, 0.26848], [4.19008, -2.62331, -2.31347], [2.77953, -1.96450, -3.37489], [2.39234, -4.46475, -2.16193], [0.98061, -3.14471, -2.29623], [2.21598, -2.65074, 0.46142], [2.25168, -4.52453, 0.25406], [-0.25416, -2.45181, -0.08444], [-0.44801, -4.39654, -0.35582], [0.79373, -3.10493, 2.40124], [0.03527, -4.81810, 2.13422], [-1.53626, -3.43686, 3.55025], [-1.67579, -1.99766, 2.34156], [-2.63506, -3.83690, 0.51754], [-2.48699, -5.16268, 1.88965], [-4.63391, -4.74663, 2.73544], [-4.18961, -2.98394, 3.23403], [-4.96169, -1.88375, 1.15917], [-6.38180, -3.03213, 1.67614], [-5.10500, -4.91755, -0.04080], [-4.41704, -3.36996, -0.86758], [-7.41282, -4.61566, -0.57312], [-6.60004, -3.92826, -2.14356], [-8.13896, -2.43430, 0.37810], [-8.57927, -2.36095, -1.46328], [-7.70492, -0.12117, -1.17564], [-6.39453, -0.63523, 0.09093], [-6.47388, -1.10854, -3.20440], [-4.98936, -1.72309, -2.17799], [-5.72717, 1.23482, -3.18477], [-4.03527, 0.43493, -2.94415], [-4.48720, 0.69534, -0.20881], [-5.92475, 1.82544, -0.67034], [-3.08977, 2.44949, -2.06103], [-3.20431, 2.69191, -0.14477], [-5.78327, 3.99363, -1.06846], [-4.59349, 4.32356, -2.54701], [-3.87117, 6.25454, -1.27756], [-2.90770, 5.02114, -0.16813], [-6.10109, 5.71268, 0.36199], [-4.64609, 6.85754, 1.00200], [-4.90286, 5.33981, 2.99593], [-3.53854, 4.39047, 2.01524], [-5.33644, 3.81404, 1.94314], [2.54476, 0.55393, 0.37043], [2.57823, 3.45858, -1.60341], [2.66736, 1.78536, -2.47492], [1.57828, 1.99479, -0.94972], [4.26296, -0.34974, 2.17953], [2.71168, 1.38979, 2.82829], [3.63348, 2.84870, 1.92776], [4.40387, 2.06014, 3.48939], [12.06832, 1.45259, 1.51986], [10.62121, 2.48188, 1.17455], [10.40995, 2.47823, -0.31061], [11.40097, 4.05651, 1.60787], [11.82115, 0.41526, 1.28016], [12.91258, 1.77395, 0.90480], [12.32579, 1.52609, 2.57905], [12.28548, 4.21869, 0.98790], [11.67967, 4.04617, 2.66436], [10.68212, 4.85995, 1.43197]], "atomic_forces_ev_per_a": [[-6.82, -6.63, -3.28], [5.91, 6.75, 1.27], [1.31, 0.21, -0.16], [0.37, 0.84, 0.72], [-1.67, -0.44, -1.01], [2.50, -1.00, 0.31], [-0.55, -0.69, -1.82], [-0.40, 0.54, 0.39], [-0.61, -0.95, 0.64], [0.89, 1.16, 0.87], [-0.33, -0.47, 0.03], [-0.23, -0.86, 0.75], [0.89, -0.08, 0.69], [-0.61, -0.04, 0.24], [-0.09, 0.31, 0.41], [0.45, -0.77, 0.79], [-0.07, -0.55, 0.64], [-0.39, -0.24, -0.89], [-0.86, 0.24, 0.04], [0.03, 0.62, -0.75], [-0.37, 0.76, 0.21], [-0.06, -0.23, 0.53], [-0.67, -0.47, 0.01], [1.04, 0.81, 0.07], [-0.56, -0.14, 0.28], [1.64, 0.17, -0.33], [-0.94, 0.11, 0.16], [-0.82, -0.92, -0.58], [-1.48, -1.46, 0.20], [-0.68, 1.26, -0.65], [-0.69, 2.35, 0.91], [-0.10, -0.79, -0.17], [-3.08, -1.20, 0.05], [-2.61, -1.85, 0.58], [1.43, -1.24, 1.94], [-0.79, 1.90, 1.74], [0.58, 1.47, -0.80], [-2.24, 0.82, 0.62], [0.69, -0.63, 2.33], [-0.74, 2.11, 0.45], [2.24, -0.75, 1.04], [-0.80, -1.41, -1.46], [-1.02, 2.11, -0.97], [0.55, -2.48, 0.28], [1.17, 1.78, 0.93], [-1.53, -0.97, -1.20], [-0.12, 2.33, -0.63], [0.03, 0.63, -2.41], [0.39, -2.29, -0.26], [-0.54, -0.37, 2.18], [-0.45, 2.43, -0.67], [0.70, 2.23, -1.15], [0.26, -1.54, -2.01], [-0.70, -2.49, -0.13], [2.41, -0.09, -0.75], [-0.38, 2.42, -0.47], [-1.95, -0.68, 0.97], [1.33, 1.95, -0.99], [-0.47, 0.71, 2.21], [1.18, 0.37, -2.31], [1.87, -0.11, 1.57], [1.83, -1.64, 0.59], [-0.58, -0.48, -2.20], [1.36, 0.20, 2.20], [-1.80, 1.41, 0.20], [1.29, -1.50, 1.57], [-2.00, -0.02, 0.93], [-0.73, 1.15, -1.69], [2.21, -0.96, -0.86], [-1.40, 0.57, 1.94], [-1.36, 0.13, -2.26], [2.26, -0.16, -0.80], [-0.39, -0.61, 2.14], [-0.21, -1.77, 1.31], [-2.37, 0.74, -0.88], [2.41, 0.13, 0.91], [-0.98, -2.37, -0.56], [0.61, -1.33, -2.07], [-2.08, 0.93, -0.11], [1.35, 1.77, 0.12], [2.40, 0.08, -0.29], [0.25, -2.53, 0.49], [0.15, 0.67, 2.08], [2.06, 0.32, -0.54], [0.99, 2.06, -1.83], [2.22, 1.24, -0.57], [0.27, -2.04, 1.07], [-1.24, -0.60, -2.00], [0.11, -0.06, -0.12], [-0.09, 0.00, -0.32], [0.37, 0.13, 0.58], [0.08, 0.07, -0.07], [-0.09, 0.21, 0.01], [-0.13, 0.03, 0.01], [-0.10, 0.04, -0.07], [-0.08, -0.08, -0.01], [-0.07, -0.06, -0.08], [0.01, -0.20, -0.01]], "lowdin_charge": [0.08, -0.06, -0.09, -0.40, -0.04, -0.15, -0.19, -0.16, -0.21, -0.21, -0.24, -0.23, -0.22, -0.22, -0.22, -0.23, -0.22, -0.23, -0.22, -0.19, -0.20, -0.24, -0.21, -0.21, -0.23, -0.26, -0.15, -0.17, -0.20, -0.10, -0.21, -0.07, -0.09, 0.04, 0.13, 0.13, 0.11, 0.13, 0.14, 0.12, 0.12, 0.09, 0.12, 0.13, 0.12, 0.11, 0.12, 0.12, 0.12, 0.09, 0.12, 0.11, 0.11, 0.11, 0.11, 0.12, 0.09, 0.12, 0.11, 0.11, 0.11, 0.12, 0.09, 0.12, 0.09, 0.12, 0.10, 0.10, 0.11, 0.11, 0.11, 0.10, 0.11, 0.10, 0.11, 0.11, 0.11, 0.08, 0.07, 0.07, 0.16, 0.11, 0.09, 0.10, 0.16, 0.09, 0.09, 0.09, -0.27, 0.83, -0.58, -0.27, 0.05, 0.06, 0.05, 0.06, 0.05, 0.05], "max_force_ev_per_a": 10.06, "total_energy_ev": -54861.3763, "lumo_ev": 0.43, "charge": 0}